2 unconnected molecules or ions with the total composition C8H15NO6PS in a non-equilibrium geometry. Source: the OMol25 dataset; level of theory: the ωB97M-V functional and the def2-TZVPD basis.

Atoms and positions in Å:
1 H 1.637 2.091 1.920
2 C -0.971 1.108 1.645
3 H -1.294 -0.020 1.621
4 S -3.927 -3.366 -0.684
5 H 4.435 4.298 -0.602
6 H -0.970 2.907 3.340
7 C 0.448 -1.472 -1.595
8 H 1.935 0.351 -1.756
9 H -1.469 -0.726 -0.995
10 H 0.188 2.119 -1.532
11 H 1.265 -1.105 1.168
12 H 2.870 -2.199 -0.459
13 O -4.759 -4.411 -1.308
14 C 2.011 3.423 -0.887
15 O -0.768 0.856 4.206
16 H 0.179 -1.073 -2.684
17 C -0.917 1.725 3.195
18 O -2.504 -3.731 -0.810
19 N -0.694 -1.315 -0.600
20 H -1.054 -2.261 -0.294
21 H 0.778 -2.599 -1.744
22 C 3.278 4.076 -0.793
23 C 0.596 2.599 -0.546
24 P 0.814 1.396 0.921
25 H -0.182 3.431 -0.198
26 O -4.279 -3.244 0.743
27 O 2.933 -1.556 -1.250
28 C 1.775 -0.616 -1.086
29 C 1.733 -0.229 0.507
30 H -1.767 1.721 1.003
31 O -4.166 -2.078 -1.361
32 H 2.847 -0.098 0.912

E_LUMO: 0.135 eV
Frontier orbital gap: 1.931 eV
Net charge: -1
Highest occupied orbital energy: -1.80 eV
Electronic energy: -42427.10438 eV

Calculated atomic charges, method natural (NBO), unit e:
1 H 0.05
2 C -0.78
3 H 0.37
4 S 2.59
5 H 0.30
6 H 0.17
7 C -0.25
8 H 0.19
9 H 0.40
10 H 0.32
11 H 0.31
12 H 0.47
13 O -1.11
14 C -0.08
15 O -0.48
16 H 0.20
17 C 0.37
18 O -1.16
19 N -0.95
20 H 0.47
21 H 0.24
22 C -0.26
23 C -0.76
24 P 1.20
25 H 0.29
26 O -1.13
27 O -0.72
28 C 0.09
29 C -0.74
30 H 0.28
31 O -1.15
32 H 0.26

***

6 unconnected molecules or ions with the total composition C30H45BClN2O21 in a non-equilibrium geometry. Source: the OMol25 dataset; level of theory: the ωB97M-V functional and the def2-TZVPD basis.

Atoms and positions in Å:
1 O 0.187 -2.053 0.379
2 H -4.237 -4.031 -0.661
3 C -4.698 -2.989 -0.534
4 C 3.684 -1.161 2.073
5 C 5.660 -1.196 -3.217
6 H 7.704 -2.581 -2.469
7 H 5.709 -1.389 -4.290
8 C -5.844 -3.951 -7.056
9 C -3.611 -1.083 0.840
10 O 4.225 6.843 2.834
11 N -4.220 0.219 0.565
12 C 5.291 -2.030 3.371
13 C 3.331 -2.572 2.444
14 C 3.584 5.115 0.118
15 H 6.983 -3.150 -0.951
16 O -5.534 -6.374 -4.712
17 O 4.833 -1.990 -1.253
18 H -6.365 -3.963 -1.646
19 H 6.186 3.755 5.688
20 N -1.881 0.715 0.701
21 C 5.112 6.046 2.970
22 O -7.057 -1.738 4.226
23 H -6.876 -1.194 1.044
24 H -4.340 -2.980 -5.853
25 C 6.199 4.175 3.552
26 H 1.590 -0.672 2.432
27 C -2.122 -0.705 0.935
28 C -7.251 -0.773 3.459
29 H -5.985 0.650 -0.728
30 H 6.885 -4.129 -2.416
31 H -3.611 -3.225 1.402
32 H -7.673 0.447 1.324
33 C -3.216 1.235 0.477
34 O 4.577 -3.091 2.896
35 O -5.672 -4.113 -4.794
36 C 6.762 3.503 4.795
37 H -5.309 -3.643 -7.956
38 H 7.773 5.688 3.571
39 H 2.610 -2.643 3.265
40 H 2.063 7.178 -0.147
41 C -6.672 -0.111 1.348
42 C -6.874 -1.807 -1.606
43 H 0.596 6.394 0.469
44 O 3.264 -0.379 -0.965
45 H -5.679 1.764 0.692
46 C 6.848 -3.105 -2.034
47 H 7.783 4.625 2.143
48 C -4.377 -2.473 0.972
49 H 2.959 -3.146 1.593
50 O 4.467 -0.493 -2.885
51 O 2.210 2.042 0.529
52 H 2.725 0.611 2.896
53 H 4.141 -1.113 1.081
54 C 5.526 -2.456 -2.412
55 H 2.772 5.438 2.087
56 C 7.145 5.124 2.875
57 H -4.184 -2.316 -1.319
58 H -6.882 -3.439 0.036
59 H -3.334 2.342 0.249
60 H 5.822 3.420 2.853
61 H 3.371 5.361 -0.927
62 H -6.896 -1.680 -6.420
63 O -0.912 -2.340 2.589
64 C 2.440 5.393 1.047
65 O 1.648 4.209 0.899
66 H -0.973 -1.545 3.183
67 H -5.492 -1.039 -5.593
68 C 1.636 6.635 0.700
69 B -0.899 -1.732 1.260
70 H 2.367 0.303 1.195
71 H 1.638 7.329 1.544
72 H 4.501 5.621 0.424
73 C 2.530 -0.178 2.166
74 O 3.727 3.701 0.226
75 H 6.516 -0.578 -2.926
76 H -5.344 -0.800 -2.205
77 H -5.286 -2.453 1.661
78 O -6.153 -0.172 2.728
79 C -6.264 -3.105 -0.872
80 C 2.502 3.210 0.550
81 O 5.108 5.037 3.883
82 Cl -0.381 1.534 0.706
83 O 4.699 -0.851 3.030
84 H -8.315 -0.365 3.333
85 H 4.878 -3.183 -2.914
86 O -8.021 -1.436 -1.213
87 O -6.197 -1.073 -2.633
88 H 0.617 -1.201 0.098
89 C -6.185 -1.885 -5.616
90 C -5.418 -3.178 -5.842
91 O -5.506 -5.288 -6.702
92 C 4.107 -0.904 -1.639
93 H -6.921 -3.907 -7.248
94 H -6.726 -1.896 -4.670
95 C -5.638 0.651 0.374
96 C -5.566 -5.358 -5.342
97 O 6.302 -2.122 4.007
98 O 6.257 6.034 2.233
99 H 6.735 2.417 4.678
100 H 7.807 3.770 4.969

E_LUMO: -3.489 eV
Frontier orbital gap: 8.666 eV
Net charge: +1
Highest occupied orbital energy: -12.15 eV
Electronic energy: -91008.14162 eV

Results of the Löwdin charge analysis, in e, for atoms 1 through 99:
1 O 0.11
2 H 0.13
3 C -0.16
4 C -0.31
5 C -0.10
6 H 0.09
7 H 0.15
8 C -0.10
9 C -0.03
10 O 0.14
11 N -0.02
12 C -0.54
13 C -0.10
14 C -0.09
15 H 0.09
16 O 0.16
17 O 0.08
18 H 0.14
19 H 0.09
20 N -0.44
21 C -0.54
22 O 0.07
23 H 0.10
24 H 0.16
25 C -0.32
26 H 0.06
27 C 0.00
28 C -0.23
29 H 0.14
30 H 0.09
31 H 0.14
32 H 0.15
33 C 0.01
34 O 0.07
35 O 0.06
36 C 0.00
37 H 0.15
38 H 0.14
39 H 0.14
40 H 0.09
41 C -0.16
42 C -0.38
43 H 0.09
44 O 0.14
45 H 0.15
46 C 0.00
47 H 0.15
48 C -0.07
49 H 0.14
50 O 0.07
51 O 0.01
52 H 0.10
53 H 0.13
54 C -0.32
55 H 0.13
56 C -0.10
57 H 0.12
58 H 0.14
59 H 0.17
60 H 0.16
61 H 0.15
62 H 0.09
63 O 0.08
64 C -0.32
65 O 0.07
66 H 0.12
67 H 0.08
68 C 0.00
69 B -0.48
70 H 0.02
71 H 0.09
72 H 0.13
73 C -0.02
74 O 0.09
75 H 0.14
76 H 0.10
77 H 0.12
78 O -0.09
79 C -0.08
80 C -0.51
81 O 0.09
82 Cl 0.93
83 O 0.08
84 H 0.17
85 H 0.16
86 O 0.05
87 O 0.01
88 H 0.10
89 C -0.01
90 C -0.33
91 O 0.07
92 C -0.52
93 H 0.14
94 H 0.06
95 C -0.06
96 C -0.54
97 O 0.15
98 O 0.06
99 H 0.09

***

A gas-phase ion, C6H16PS (charge +1) in a non-equilibrium geometry. Source: the OMol25 dataset; level of theory: the ωB97M-V functional and the def2-TZVPD basis.

Atoms and positions in Å:
1 C 0.072 0.527 -0.127
2 P 1.272 -2.425 -0.652
3 H -1.061 1.556 1.764
4 C -0.342 2.951 -0.950
5 H -1.060 -2.756 0.240
6 H 1.771 -2.750 1.704
7 H 0.082 -4.086 0.672
8 S 0.359 -0.651 -1.520
9 C 2.114 -2.001 0.964
10 C -0.257 -3.416 -0.132
11 H -2.722 1.651 0.978
12 H 0.317 3.281 -0.130
13 H 1.343 -0.157 -2.353
14 C -1.672 1.975 0.942
15 H 1.873 -1.011 1.384
16 H -0.563 -3.990 -1.019
17 H -1.768 1.246 -1.167
18 C -1.014 1.619 -0.453
19 H 3.204 -2.104 0.826
20 H 0.172 2.837 -1.919
21 H -1.649 3.070 1.092
22 H 0.988 1.031 0.223
23 H -1.150 3.693 -1.077
24 H -0.308 -0.093 0.709

E_LUMO: -3.387 eV
Frontier orbital gap: 9.934 eV
Net charge: +1
Highest occupied orbital energy: -13.32 eV
Energy relative to the best compared isomer or geometry (same formula, charge and spin): 24.7 kJ/mol
Electronic energy: -26598.07125 eV

Calculated atomic charges, method natural (NBO), unit e:
1 C -0.52
2 P 0.72
3 H 0.20
4 C -0.61
5 H 0.24
6 H 0.26
7 H 0.26
8 S 0.29
9 C -0.94
10 C -0.91
11 H 0.24
12 H 0.21
13 H 0.21
14 C -0.61
15 H 0.25
16 H 0.26
17 H 0.22
18 C -0.23
19 H 0.27
20 H 0.21
21 H 0.23
22 H 0.26
23 H 0.24
24 H 0.25

***

A molecular structure, C5H4N2O in a non-equilibrium geometry. Source: the OMol25 dataset; level of theory: the ωB97M-V functional and the def2-TZVPD basis.

Atoms and positions in Å:
1 C -1.289 0.863 0.644
2 H -2.180 1.296 1.136
3 O 1.719 -1.179 1.276
4 C 0.970 -0.286 -0.803
5 N -0.184 0.176 -1.534
6 C -0.520 -0.218 1.340
7 H -2.029 0.754 -1.708
8 C -1.099 0.731 -0.817
9 H -1.200 -0.838 2.316
10 C 0.765 -0.625 0.772
11 H 2.900 -0.614 -1.100
12 N 2.147 -0.060 -1.523

E_LUMO: -1.977 eV
Frontier orbital gap: 7.812 eV
Highest occupied orbital energy: -9.79 eV
Energy relative to the best compared isomer or geometry (same formula, charge and spin): 456.7 kJ/mol
Electronic energy: -10272.02926 eV

Calculated atomic charges, method natural (NBO), unit e:
1 C -0.21
2 H 0.25
3 O -0.47
4 C 0.28
5 N -0.42
6 C -0.22
7 H 0.23
8 C 0.06
9 H 0.27
10 C 0.42
11 H 0.34
12 N -0.53